No. 1
Density functional theory data (ωB97M-V/def2-TZVPD) for a 2-piece molecular cluster, C4H12P2 overall in a non-equilibrium geometry.

The geometry in XYZ format:
```
18
Properties=species:S:1:pos:R:3:forces:R:3
C -1.757 -1.420 1.115 -0.08 1.13 -2.43
C 0.955 3.367 -0.485 -2.20 0.36 0.49
C -0.644 -1.866 0.146 -1.03 -1.91 0.07
C 2.035 1.086 -1.186 -0.46 -0.76 -0.11
P 2.451 -0.467 -1.549 0.35 -0.31 -0.35
P 0.513 1.565 -0.289 0.98 0.58 -2.11
H -1.213 -0.600 1.578 -1.00 0.17 1.04
H -2.221 -2.164 1.753 0.34 0.00 0.18
H -2.554 -1.010 0.397 0.81 -0.22 1.49
H 1.979 3.396 -0.291 1.72 0.20 0.04
H 0.479 3.947 0.299 -0.25 0.20 0.19
H 0.697 3.855 -1.432 0.21 -0.47 0.08
H 0.024 -2.636 0.622 0.01 1.30 -0.57
H -1.108 -2.371 -0.703 0.09 -0.30 -0.09
H -0.242 -0.957 -0.295 0.77 -0.29 0.36
H 1.649 -1.601 -1.574 -0.64 -0.27 0.25
H 3.096 -0.725 -2.775 0.37 0.63 0.35
H -0.082 1.423 -1.638 0.00 -0.04 1.14
```
Positions in Å, forces in eV/Å.

Summary:
- E_tot: -842.12210 a.u.

=====

No. 2
Density functional theory data (ωB97M-V/def2-TZVPD) for a 10-piece molecular cluster, C33H73BN3O17 overall in a non-equilibrium geometry.

The geometry in XYZ format:
```
127
Properties=species:S:1:pos:R:3:forces:R:3
O -4.391 -1.506 1.278 -0.25 -0.17 0.48
C -3.492 -1.669 0.508 -0.57 1.08 -0.15
O -2.208 -1.696 0.776 0.07 -0.29 0.49
B -1.506 -2.149 -0.421 0.11 -0.07 -0.18
O -2.455 -1.884 -1.517 0.46 -0.18 -0.25
C -3.667 -1.696 -1.026 0.76 -0.94 0.05
O -4.673 -1.647 -1.662 -0.49 0.29 -0.01
O -1.143 -3.584 -0.228 -0.06 0.27 -0.66
C 0.155 -3.718 -0.388 0.41 -0.03 1.00
O 0.801 -4.726 -0.360 -0.16 -0.27 -0.19
C 0.770 -2.303 -0.480 0.29 -0.48 -1.21
O -0.215 -1.465 -0.652 -0.54 0.62 0.47
O 1.945 -2.048 -0.570 -0.23 0.38 0.44
C -4.405 -0.728 4.751 0.53 0.11 -1.62
O -4.794 0.137 3.653 -0.05 -0.59 0.81
H -4.375 -1.743 4.344 -0.16 -0.16 0.42
H -3.366 -0.484 4.989 -0.15 0.06 0.62
H -5.086 -0.677 5.594 0.02 0.24 0.04
H -4.691 -0.448 2.890 -0.12 0.36 -0.33
C -1.356 -3.104 -4.513 -0.62 -0.28 0.21
O -2.247 -3.996 -3.845 0.05 -0.13 -0.16
H -1.162 -2.237 -3.877 0.24 0.07 -0.14
H -0.450 -3.671 -4.717 0.11 0.16 0.07
H -1.798 -2.783 -5.461 0.18 0.15 -0.05
H -3.104 -3.565 -3.772 0.07 0.06 0.13
C 4.931 0.630 -2.756 -0.28 -0.61 -0.79
C 3.560 1.177 -3.148 -1.22 2.13 0.00
C 3.761 2.417 -4.051 0.84 0.36 0.32
C 2.555 3.000 -4.813 0.21 -1.09 1.12
C 1.860 1.838 -5.513 0.98 0.03 -0.68
C 1.581 0.617 -4.625 -2.20 0.77 0.53
N 2.779 0.216 -3.913 1.44 -0.23 -0.43
O 2.697 -0.999 -3.215 -0.78 0.21 0.18
C 0.411 1.003 -3.667 -0.07 -1.20 0.38
C 1.096 -0.510 -5.522 0.81 -1.47 -0.86
C 2.917 1.695 -1.812 0.73 -0.80 0.32
H 5.621 1.417 -2.458 -0.24 0.13 0.34
H 5.391 0.157 -3.627 -0.12 -0.20 0.06
H 4.785 -0.122 -1.983 0.38 0.02 0.09
H 4.165 3.222 -3.424 -0.02 -0.11 0.17
H 4.617 2.160 -4.685 -0.39 0.08 -0.59
H 2.950 3.791 -5.447 -0.34 -0.08 -0.38
H 1.872 3.456 -4.092 0.05 0.14 0.00
H 2.566 1.500 -6.282 -0.17 -0.05 -0.15
H 0.932 2.116 -6.014 -0.03 0.04 0.05
H 0.166 0.138 -3.030 0.50 0.17 0.38
H 0.684 1.854 -3.052 -0.40 0.04 0.02
H -0.572 1.101 -4.133 0.34 0.65 -0.53
H 1.688 -0.506 -6.444 0.01 0.00 0.01
H 1.277 -1.501 -5.098 0.20 0.22 0.34
H 0.057 -0.591 -5.844 -0.17 0.92 0.35
H 2.610 0.831 -1.212 -0.07 0.14 0.13
H 2.111 2.425 -1.797 -0.04 -0.07 -0.55
H 3.766 2.156 -1.302 -0.18 0.05 0.31
H 2.085 -0.848 -2.469 0.17 -0.18 -0.05
C 2.286 -3.096 5.333 -0.69 -1.23 -0.37
C 1.807 -2.832 3.880 0.31 -1.41 -0.08
C 0.301 -2.597 3.805 -0.17 0.60 -1.00
C -0.068 -1.192 4.238 0.52 -0.46 0.35
C 0.671 -0.164 3.375 -0.32 -0.42 1.18
C 2.185 -0.352 3.469 1.12 0.50 -0.90
N 2.515 -1.757 3.191 -1.51 0.44 -0.36
O 3.898 -1.994 3.081 -0.14 0.13 0.11
C 2.785 0.466 2.294 -0.14 0.01 0.04
C 2.762 0.229 4.780 -0.53 -0.46 -0.46
C 2.044 -4.100 3.006 1.17 0.22 0.43
H 2.330 -4.187 5.454 0.52 0.03 -0.15
H 1.516 -2.906 6.085 0.31 1.01 0.06
H 3.274 -2.682 5.501 -0.12 0.15 0.35
H 0.046 -2.699 2.742 -0.16 0.01 0.02
H -0.261 -3.386 4.306 0.22 0.02 0.31
H 0.317 -1.087 5.261 -0.20 0.19 0.08
H -1.144 -1.030 4.308 -0.01 0.06 -0.32
H 0.397 0.779 3.857 0.28 0.42 -0.61
H 0.384 -0.183 2.324 -0.27 -0.06 0.05
H 2.359 0.160 1.334 -0.22 -0.01 0.12
H 2.547 1.514 2.484 0.04 0.08 -0.26
H 3.866 0.377 2.165 0.04 -0.01 0.44
H 2.059 0.031 5.590 0.34 -0.11 0.29
H 3.738 -0.223 4.949 0.01 0.13 0.27
H 2.850 1.310 4.673 0.13 0.02 0.11
H 1.442 -4.964 3.286 -0.46 0.28 -0.07
H 3.071 -4.460 3.125 0.04 0.20 0.02
H 1.954 -3.814 1.959 -0.35 -0.26 -0.05
H 4.007 -2.104 2.118 0.17 -0.35 0.46
C -2.111 2.791 -1.457 -0.72 1.53 -0.01
C -3.121 2.692 -0.289 -0.41 -0.57 -0.53
C -2.674 1.615 0.707 0.69 0.36 0.23
C -1.543 2.064 1.625 -0.28 0.23 -0.23
C -2.021 3.280 2.399 1.15 -0.52 0.01
C -2.474 4.418 1.477 -0.27 0.49 0.58
N -3.425 3.940 0.448 0.22 0.01 1.14
O -3.765 5.037 -0.393 0.52 -0.65 -0.35
C -3.143 5.427 2.436 -0.90 0.71 -0.92
C -1.254 5.143 0.875 0.81 -0.33 -0.48
C -4.451 2.268 -0.946 0.60 0.22 0.45
H -2.043 1.893 -2.064 0.23 -0.29 0.40
H -1.153 3.223 -1.173 0.22 -0.57 -0.09
H -2.576 3.516 -2.142 0.31 0.02 -0.18
H -3.505 1.320 1.351 -0.11 -0.25 -0.22
H -2.212 0.778 0.180 -0.78 -0.18 -0.35
H -0.646 2.276 1.031 0.00 0.14 0.02
H -1.285 1.218 2.260 -0.03 0.16 0.22
H -1.195 3.691 2.990 -0.05 0.02 0.04
H -2.746 2.953 3.146 -0.49 0.20 -0.36
H -3.791 6.146 1.920 0.25 -0.16 -0.42
H -3.836 4.969 3.141 0.45 -0.23 0.29
H -2.378 6.060 2.884 0.01 -0.35 0.52
H -1.385 6.219 0.759 -0.19 -0.01 0.08
H -0.355 4.972 1.473 -0.16 0.20 0.29
H -0.939 4.760 -0.099 -0.31 0.03 -0.02
H -4.291 1.296 -1.411 -0.37 -0.03 -0.08
H -4.718 3.015 -1.692 -0.14 -0.15 -0.12
H -5.222 2.254 -0.178 -0.08 -0.27 -0.09
H -3.011 5.101 -1.008 -0.26 0.30 0.08
O -6.201 -0.123 -3.625 -0.17 -0.11 0.14
H -7.081 0.219 -3.441 0.07 0.00 0.00
H -6.001 -0.706 -2.876 0.16 0.13 -0.16
O 5.230 -1.994 0.571 -0.25 0.25 0.21
H 4.474 -1.510 0.206 0.18 -0.13 -0.13
H 5.559 -1.440 1.291 0.10 0.05 -0.24
O -0.962 -7.288 0.927 0.05 0.03 -0.10
H -0.931 -6.700 1.688 0.02 0.03 -0.08
H -0.569 -6.768 0.211 -0.01 0.02 0.16
O 3.595 -3.885 -1.907 -0.07 0.21 -0.06
H 3.157 -3.064 -1.615 0.26 -0.62 -0.14
H 3.056 -4.583 -1.518 -0.04 0.12 0.08
```
Positions in Å, forces in eV/Å.

Summary:
- Charge: -1
- E_tot: -2769.56313 a.u.

=====

No. 3
Density functional theory data (ωB97M-V/def2-TZVPD) for C6H9BCoF4NO5 as an isolated structure.

The geometry in XYZ format:
```
27
Properties=species:S:1:pos:R:3:forces:R:3
Co 0.107 -0.714 0.957 -0.11 0.49 -0.68
O -0.118 -2.040 -0.670 0.09 -0.23 0.00
C 0.235 -1.366 -1.892 -0.04 -0.03 0.02
C -0.387 0.012 -1.912 0.01 0.14 -0.13
N -0.009 0.795 -0.724 -0.05 0.09 0.14
C 1.320 1.391 -0.831 -0.11 0.17 -0.19
C 2.352 0.380 -0.378 -0.12 -0.23 0.36
O 3.471 0.337 -0.799 0.11 0.01 0.00
O 1.850 -0.438 0.542 0.63 -0.27 0.06
C -1.098 1.665 -0.276 0.17 0.24 -0.25
C -2.188 0.775 0.281 -0.03 -0.39 0.13
O -3.355 1.034 0.209 -0.08 0.06 0.05
O -1.690 -0.335 0.811 -0.49 -0.15 0.19
H -1.040 -2.330 -0.699 0.00 0.02 -0.02
H -0.101 -1.944 -2.752 -0.01 -0.07 0.01
H 1.321 -1.327 -1.910 0.03 -0.06 0.01
H -1.473 -0.083 -1.928 -0.01 0.00 -0.01
H -0.085 0.532 -2.828 -0.04 0.03 0.02
H 1.390 2.251 -0.165 0.00 0.01 0.00
H 1.563 1.710 -1.846 -0.08 0.09 0.00
H -1.517 2.280 -1.076 0.07 0.05 -0.01
H -0.736 2.313 0.523 0.02 0.01 0.00
F -1.200 -1.023 4.149 0.14 0.00 -0.05
B 0.027 -0.986 3.587 -0.01 0.01 0.19
F 1.090 -1.131 4.402 -0.09 0.01 -0.08
F 0.173 0.230 2.752 0.06 0.22 0.19
F 0.098 -1.989 2.474 -0.04 -0.21 0.05
```
Positions in Å, forces in eV/Å.

Summary:
- Spin multiplicity: 5
- E_tot: -2472.31144 a.u.

=====

No. 4
Density functional theory data (ωB97M-V/def2-TZVPD) for an isolated ion of composition C2H10N3 and charge +1 in a non-equilibrium geometry.

The geometry in XYZ format:
```
15
Properties=species:S:1:pos:R:3:forces:R:3
C -0.832 0.210 0.899 -0.36 1.30 -0.25
N -1.027 -1.190 1.062 0.04 0.09 0.62
H 0.023 0.552 1.478 0.02 -0.25 0.28
H -1.662 0.885 1.153 -0.09 -0.29 0.14
H -1.846 -1.578 0.609 -0.16 0.25 -0.16
H -1.205 -1.271 2.066 0.25 -0.59 -0.23
N -0.484 0.641 -0.499 0.46 -0.01 -0.36
C 0.705 -0.172 -1.118 -0.29 -0.26 0.98
N 1.884 0.304 -0.524 0.00 0.57 0.23
H -1.310 0.697 -1.100 0.11 -0.31 0.02
H -0.120 1.596 -0.406 -0.07 -0.07 -0.16
H 0.619 -0.027 -2.185 0.34 -0.04 -0.17
H 0.482 -1.190 -0.797 -0.18 -0.05 -0.44
H 2.068 0.013 0.427 0.20 -0.26 -0.40
H 2.704 0.530 -1.065 -0.28 -0.06 -0.08
```
Positions in Å, forces in eV/Å.

Summary:
- Charge: +1
- E_tot: -246.21109 a.u.

=====

No. 5
Density functional theory data (ωB97M-V/def2-TZVPD) for C13H17N3O5 as an isolated structure in a non-equilibrium geometry.

The geometry in XYZ format:
```
38
Properties=species:S:1:pos:R:3:forces:R:3
C 3.585 -0.597 -0.956 -0.66 -3.43 -2.68
C 2.087 -0.443 -1.386 -3.16 -0.02 -0.27
C 3.546 -1.762 0.151 3.10 -1.95 -3.41
C 3.318 -1.166 1.447 -4.34 0.42 5.16
C -0.149 1.009 -0.953 3.95 0.00 2.56
C -0.305 2.412 -0.138 -0.46 1.92 1.88
C -0.466 -0.044 0.338 -2.54 -1.39 -3.83
C -2.048 -0.278 0.113 3.31 3.38 3.68
C -2.399 -0.816 -1.063 -1.48 -0.63 0.86
C -2.855 0.377 1.112 -1.46 -2.20 0.56
C -3.761 -1.273 -1.059 -0.19 -0.96 0.05
C -4.246 0.157 1.052 0.86 -2.02 -3.33
C -4.586 -0.805 0.003 -2.49 -1.10 0.98
H 5.168 0.682 -0.845 -1.67 -0.41 1.62
H 4.074 1.047 -1.763 -0.88 0.29 3.78
H 4.148 -1.048 -1.949 -1.52 0.90 2.44
H 2.922 -2.657 -0.349 0.87 2.39 1.96
H 4.617 -2.256 0.266 -1.72 1.13 -0.57
H 3.467 0.788 2.308 1.01 -2.37 -1.00
H 4.259 0.429 0.696 -0.53 -0.12 4.81
H 2.033 1.418 -0.620 -1.36 0.24 -0.64
H -0.724 0.856 -1.931 0.70 0.43 1.90
H -0.295 0.269 1.312 0.37 1.86 1.51
H 0.074 -1.036 0.406 -0.44 1.04 -1.25
H -1.464 -0.861 -1.637 -1.34 -1.38 -1.01
H -2.427 0.666 2.087 0.02 0.53 -0.97
H -4.017 -2.183 -1.708 -0.21 1.87 0.91
H -5.126 0.509 1.581 0.73 0.23 0.68
H -6.478 -1.099 0.824 -1.26 1.78 1.84
H -2.322 2.141 -0.291 1.96 1.64 1.01
N 4.097 0.697 -0.614 3.87 2.12 -7.99
N 3.999 0.018 1.759 -0.41 0.95 -2.37
N 1.404 0.943 -1.311 1.23 -2.89 1.02
O 1.485 -1.470 -1.714 0.87 2.48 0.27
O 2.446 -1.652 2.235 2.21 1.02 -1.93
O 0.533 3.107 0.470 -1.79 -3.06 -2.79
O -5.918 -1.529 0.241 4.73 -0.26 -3.43
O -1.637 2.806 0.119 0.11 -2.43 -2.02
```
Positions in Å, forces in eV/Å.

Summary:
- E_tot: -1045.79793 a.u.

=====

No. 6
Density functional theory data (ωB97M-V/def2-TZVPD) for C4H10Cl5HgO2 as an isolated structure in a non-equilibrium geometry.

The geometry in XYZ format:
```
22
Properties=species:S:1:pos:R:3:forces:R:3
Hg -0.246 0.217 0.432 -0.33 0.02 0.62
C -3.032 1.202 2.027 1.69 -0.58 0.05
O -1.686 0.962 2.202 0.15 0.30 0.45
H -3.442 1.901 2.756 -0.20 0.67 0.39
H -3.174 1.610 1.026 -0.92 0.03 -0.48
H -3.563 0.269 2.217 -0.95 -0.41 -0.47
C 1.313 -1.021 -2.598 -0.53 0.42 1.45
O 0.600 -0.351 -1.630 -0.08 0.06 -1.08
H 1.611 -2.012 -2.256 0.60 -0.62 0.11
H 0.767 -1.229 -3.518 -0.55 0.09 -0.72
H 2.198 -0.450 -2.879 0.75 0.05 -0.35
Cl 1.678 0.429 2.406 0.40 -0.06 0.03
C 1.252 3.623 -1.154 -0.64 0.78 0.02
Cl 2.633 2.613 -0.784 0.02 -0.01 -0.03
Cl -0.304 2.943 -0.611 0.30 0.52 -0.39
H 1.322 4.581 -0.640 0.33 -0.22 0.11
H 1.199 3.845 -2.220 0.03 -0.45 0.06
C 0.127 -3.944 1.037 -0.54 -0.52 0.59
Cl -0.859 -2.511 1.338 0.13 -0.44 0.08
Cl 1.808 -3.634 0.627 0.13 0.20 -0.26
H 0.155 -4.516 1.965 -0.08 0.02 -0.15
H -0.360 -4.530 0.257 0.29 0.16 -0.04
```
Positions in Å, forces in eV/Å.

Summary:
- Charge: -2
- Spin multiplicity: 2
- E_tot: -2763.12316 a.u.

=====

No. 7
Density functional theory data (ωB97M-V/def2-TZVPD) for C44H35Br2GeN7O2PtS3 as an isolated structure in a non-equilibrium geometry.

The geometry in XYZ format:
```
95
Properties=species:S:1:pos:R:3:forces:R:3
Pt -0.110 -0.145 -1.644 -1.27 0.41 -2.10
Br -2.587 -1.504 -7.808 0.07 0.07 0.21
C -2.059 -0.965 -6.076 -0.33 -0.11 0.31
C -2.849 -1.296 -4.965 0.36 0.25 -0.49
C -2.410 -0.899 -3.723 -0.17 -0.07 -0.16
N -1.279 -0.224 -3.524 1.16 0.26 -0.28
C -0.517 0.135 -4.599 -1.53 -0.89 -0.02
C -0.903 -0.238 -5.897 0.20 0.17 0.37
C 0.683 0.885 -4.317 1.26 0.70 0.57
C 1.265 1.760 -5.250 -0.26 -0.28 0.24
C 2.410 2.438 -4.905 0.42 0.02 0.43
Br 3.215 3.644 -6.124 -0.15 -0.13 0.16
C 2.983 2.250 -3.640 -0.30 -0.08 -0.73
C 2.353 1.384 -2.777 0.41 0.14 0.04
N 1.240 0.720 -3.078 -1.03 -0.46 -0.51
H -3.783 -1.821 -5.077 -0.08 -0.08 -0.02
H -3.019 -1.106 -2.854 0.10 -0.07 0.13
H -0.290 0.022 -6.744 0.09 -0.01 -0.09
H 0.802 1.918 -6.211 -0.03 0.01 -0.05
H 3.883 2.760 -3.349 0.15 0.09 0.05
H 2.783 1.210 -1.801 -0.10 -0.05 0.11
C -4.821 -0.524 3.438 0.03 -0.03 -0.01
C -4.097 0.560 2.967 -0.01 0.07 -0.01
C -2.747 0.428 2.687 0.15 0.16 0.02
C -2.102 -0.786 2.906 0.84 0.27 -0.96
C -2.837 -1.871 3.375 0.30 -0.35 0.05
C -4.191 -1.741 3.636 0.01 0.01 0.13
Ge -0.141 -0.970 2.553 -0.12 -1.00 2.54
C 0.862 0.285 3.737 -0.29 -0.38 -1.15
C 2.248 0.249 3.868 0.19 -0.40 -0.04
C 2.910 1.205 4.617 0.06 -0.12 0.08
C 2.196 2.217 5.236 -0.03 -0.03 -0.06
C 0.818 2.257 5.120 -0.09 0.01 0.11
C 0.156 1.302 4.371 -0.35 -0.07 -0.05
C 0.397 -2.897 2.759 -0.21 1.07 -0.81
C -0.373 -3.900 2.179 -0.26 0.11 -0.11
C -0.007 -5.229 2.295 -0.08 -0.12 -0.01
C 1.144 -5.574 2.981 0.00 0.03 -0.01
C 1.913 -4.587 3.573 0.04 0.01 0.07
C 1.544 -3.258 3.458 0.25 0.36 0.21
H -5.875 -0.423 3.652 -0.09 0.03 0.00
H -4.584 1.511 2.807 -0.04 0.10 0.02
H -2.191 1.271 2.294 -0.04 0.07 0.01
H -2.346 -2.815 3.563 -0.05 -0.07 -0.03
H -4.751 -2.593 3.993 0.00 -0.03 0.05
H 2.825 -0.524 3.374 -0.02 0.07 -0.02
H 3.986 1.167 4.703 0.08 -0.02 0.03
H 2.711 2.977 5.800 0.08 0.10 0.10
H 0.254 3.042 5.599 -0.06 0.06 0.05
H -0.919 1.345 4.287 -0.06 0.10 -0.02
H -1.276 -3.651 1.641 -0.04 -0.02 -0.11
H -0.621 -5.993 1.841 -0.05 -0.03 -0.04
H 1.445 -6.608 3.055 0.01 -0.12 0.02
H 2.802 -4.853 4.123 0.08 0.02 0.06
H 2.141 -2.501 3.946 0.10 0.02 0.00
N -3.101 0.688 -0.298 0.05 0.23 0.04
C -2.817 -0.608 -0.269 -0.42 -0.37 -0.23
N -1.640 -1.122 -0.523 0.56 0.54 -0.18
C -1.671 -2.492 -0.655 -0.55 -0.75 0.06
C -0.606 -3.291 -1.056 0.15 0.11 0.07
C -0.812 -4.651 -1.184 -0.11 0.07 0.07
C -2.059 -5.212 -0.919 0.04 -0.12 -0.01
C -3.130 -4.427 -0.531 -0.08 -0.01 0.08
C -2.929 -3.065 -0.408 0.26 0.32 -0.03
S -4.087 -1.804 -0.032 0.25 0.02 -0.05
H -2.357 1.394 -0.265 -0.07 -0.16 -0.12
H -4.012 1.000 -0.008 -0.05 -0.07 0.02
H 0.357 -2.829 -1.255 -0.14 -0.06 0.00
H 0.003 -5.288 -1.490 0.10 -0.07 -0.05
H -2.195 -6.276 -1.032 -0.05 -0.14 -0.01
H -4.101 -4.852 -0.344 -0.13 -0.15 0.01
N 3.437 6.056 -2.927 0.30 0.29 -0.38
C 2.561 5.393 -2.131 -0.33 -0.34 0.43
C 1.417 4.784 -2.673 -0.09 0.05 0.13
C 0.592 4.013 -1.882 -0.02 0.16 -0.08
C 0.890 3.861 -0.537 -0.51 -0.29 0.61
C 1.984 4.490 0.031 0.07 0.10 0.01
C 2.815 5.255 -0.757 -0.04 -0.02 -0.21
S -0.098 2.810 0.483 0.60 -2.00 -0.57
O 0.252 2.955 1.867 0.17 0.79 0.32
O -1.491 2.888 0.114 0.00 0.63 -0.14
N 0.306 1.264 0.055 -1.15 1.59 0.51
C 1.442 0.682 0.360 1.00 0.56 0.78
S 2.854 1.422 1.069 0.04 -0.33 -0.36
C 3.666 -0.100 0.904 0.00 -0.37 -0.17
C 2.848 -1.033 0.346 1.15 0.33 0.64
N 1.606 -0.599 0.042 -0.80 -0.15 0.64
H 3.162 6.303 -3.863 0.03 0.00 0.08
H 4.134 6.640 -2.499 -0.02 0.03 -0.05
H 1.189 4.929 -3.719 -0.02 -0.03 -0.12
H -0.287 3.531 -2.282 -0.10 -0.02 -0.14
H 2.159 4.375 1.089 0.09 0.06 0.12
H 3.668 5.754 -0.325 0.13 0.04 0.08
H 4.664 -0.225 1.269 0.29 -0.07 -0.01
H 3.105 -2.061 0.161 0.11 -0.15 -0.02
```
Positions in Å, forces in eV/Å.

Summary:
- Charge: +1
- Spin multiplicity: 2
- E_tot: -10770.09476 a.u.